Arrangement A

DFT (ωB97M-V/def2-TZVPD) results for C2H2N2O3 in the gas phase.

## Properties
charge = 0
2S+1 = 1
HOMO-LUMO gap = 10.607 eV
SMILES string = O=c1ncn(O)o1

The geometry in XYZ format:
```
9
C2H2N2O3, DFT ωB97M-V/def2-TZVPD
O -2.472 -0.863 0.436
C -1.350 -0.656 0.164
N -0.757 -0.732 -1.084
C 0.455 -0.353 -0.916
N 0.864 -0.039 0.420
O 1.066 1.336 0.374
O -0.458 -0.094 1.090
H 1.170 -0.158 -1.713
H 1.482 1.559 1.229
```

Atomic partial charges in e from the Löwdin method, atoms 1 to 2: atom 1 (O): 0.17, atom 2 (C): -0.55

Arrangement B

DFT (ωB97M-V/def2-TZVPD) results for C2H2N2O3 in the gas phase.

## Properties
charge = 0
2S+1 = 1
HOMO-LUMO gap = 9.881 eV
SMILES string = O/N=c1\ocno1

The geometry in XYZ format:
```
9
C2H2N2O3, DFT ωB97M-V/def2-TZVPD
O -1.995 -0.184 -1.775
N -1.426 0.335 -0.475
C -0.262 0.193 -0.062
O 0.879 -0.281 -0.672
C 1.740 -0.421 0.502
N 1.231 0.041 1.624
O 0.007 0.531 1.303
H -1.400 -1.219 -1.929
H 2.764 -0.565 0.406
```

Atomic partial charges in e from the Löwdin method, atoms 1 to 2: atom 1 (O): -0.13, atom 2 (N): 0.07

Arrangement C

DFT (ωB97M-V/def2-TZVPD) results for 2 unconnected molecules or ions with the total composition C2H2N2O3.

## Properties
charge = 0
2S+1 = 1
HOMO-LUMO gap (alpha / beta) = 7.798 / 6.636 eV

The geometry in XYZ format:
```
9
C2H2N2O3, DFT ωB97M-V/def2-TZVPD
C 2.566 0.060 0.171
C -0.057 0.135 -0.434
N 3.619 -0.325 0.389
N 0.273 1.466 0.079
O 0.638 2.225 -0.812
O -0.012 1.690 1.278
O -0.564 -0.713 0.397
H 0.024 -0.144 -1.529
H -0.432 -0.710 1.350
```

Atomic partial charges in e from the Löwdin method, atoms 1 to 2: atom 1 (C): -0.20, atom 2 (C): 0.00

Arrangement D

DFT (ωB97M-V/def2-TZVPD) results for C2H2N2O3 in the gas phase.

## Properties
charge = 0
2S+1 = 1
HOMO-LUMO gap = 9.718 eV
SMILES string = O=c1[nH]nc(O)o1

The geometry in XYZ format:
```
9
C2H2N2O3, DFT ωB97M-V/def2-TZVPD
O -0.328 0.358 -2.302
C -0.030 0.056 -1.188
N 0.955 -0.699 -0.606
N 0.958 -0.696 0.768
C -0.069 0.046 1.013
O -0.562 0.291 2.219
O -0.796 0.474 -0.052
H 1.844 -0.969 -1.133
H -1.153 1.138 2.124
```

Atomic partial charges in e from the Löwdin method, atoms 1 to 2: atom 1 (O): 0.13, atom 2 (C): -0.48

Q: Which of them is the least stable? A: arrangement C.